12
Properties=species:S:1:pos:R:3:forces:R:3:nbo_charge:R:1 method="wB97M-V/def2-TZVPD" total_energy_ev=-8796.9085 de_lowest_kcal_mol=150.1 total_charge=0 mol_weight_da=95.1 fmax_ev_per_a=1.83 e_homo_ev=-8.4
N -1.626406 1.908608 -0.082145 0.4391 -0.3575 0.2628 -0.5575
C -0.898003 0.930722 0.240099 1.6656 0.0867 -0.7614 0.2004
C -0.364956 0.067424 1.214831 -0.2870 -0.3012 0.7937 0.1759
O -0.403981 -1.301698 1.103829 -0.2929 -0.4076 0.0593 -0.4578
C 0.718083 -1.009386 0.285346 0.0154 -0.3758 -0.0204 0.1424
C 0.434673 -0.714394 -1.119086 -0.0466 -0.1319 0.1043 -0.4536
C 0.499643 0.561391 -0.269078 -0.1057 0.5370 -0.3609 -0.3140
H 0.115377 0.544854 2.065168 0.0042 -0.5011 0.1911 0.2222
H 1.671348 -1.380782 0.667796 -0.2322 0.5055 0.0310 0.2250
H 1.307483 -0.799007 -1.768579 -0.1989 0.0993 0.1851 0.2419
H -0.484099 -1.094813 -1.567042 0.0403 0.0834 0.2305 0.2244
H -0.969163 2.287079 -0.771137 -1.0014 0.7633 -0.7151 0.3507

12
Properties=species:S:1:pos:R:3:forces:R:3:nbo_charge:R:1 method="wB97M-V/def2-TZVPD" total_energy_ev=-8798.3478 de_lowest_kcal_mol=116.9 total_charge=0 mol_weight_da=95.1 fmax_ev_per_a=3.73 e_homo_ev=-9.7
O -1.681455 -1.244921 -0.063361 -1.2108 0.1257 3.2990 -0.5573
C -0.708842 -0.846756 0.558406 -1.6540 -1.0215 1.6298 0.3618
C -0.389751 0.534145 0.831026 -0.0630 -0.4419 -0.8173 -0.2380
C 1.052784 0.837516 0.590341 0.1799 -0.1963 -0.4087 -0.4071
C 0.307535 0.375018 -0.643860 0.6474 0.5358 -1.4806 -0.2748
C 0.234042 -0.874784 -1.506063 -1.0206 0.8751 0.9403 0.1758
N -0.598328 -1.684271 -1.715098 2.9575 0.4085 -2.2404 -0.1939
H 0.185660 -1.481980 0.745177 -0.3761 -0.2970 0.1347 0.1262
H -1.152810 1.311668 0.941985 0.2796 -0.3974 -0.4044 0.2472
H 1.791949 0.186600 1.056276 -0.1588 -0.0184 -0.2992 0.2447
H 1.335989 1.888627 0.602672 -0.1045 -0.2616 0.0295 0.2469
H -0.243552 1.109958 -1.201593 0.5234 0.6890 -0.3827 0.2685

12
Properties=species:S:1:pos:R:3:forces:R:3:nbo_charge:R:1 method="wB97M-V/def2-TZVPD" total_energy_ev=-8799.7122 de_lowest_kcal_mol=85.5 total_charge=0 mol_weight_da=95.1 fmax_ev_per_a=0.42 e_homo_ev=-9.4
O 1.123211 0.376309 1.913285 0.1261 -0.2376 -0.3252 -0.4872
C 1.386828 -0.170477 0.873630 -0.0946 0.1169 0.2224 0.4218
C 0.402556 -0.962568 0.051215 0.0242 -0.1058 0.2049 -0.1718
C -1.029972 -0.597915 -0.061076 -0.2836 -0.2198 0.1611 -0.1039
C -1.201447 0.896259 -0.011143 0.0865 0.0852 -0.0635 -0.2364
C -0.313016 1.012561 -0.998072 -0.0542 0.2471 0.0450 -0.0539
N -0.112154 -0.424973 -1.230783 0.1414 0.0282 -0.2731 -0.3757
H 2.408433 -0.125009 0.445803 -0.0297 -0.0145 0.0566 0.1164
H 0.651430 -2.022975 -0.032343 -0.0080 0.1546 0.0283 0.2323
H -1.814629 -1.348312 -0.097682 0.1450 0.1103 0.0286 0.2220
H -1.747960 1.565506 0.638966 0.0822 -0.0808 -0.1248 0.2267
H 0.249487 1.798897 -1.488466 -0.1353 -0.0839 0.0399 0.2097

12
Properties=species:S:1:pos:R:3:forces:R:3:nbo_charge:R:1 method="wB97M-V/def2-TZVPD" total_energy_ev=-8800.2340 de_lowest_kcal_mol=73.4 total_charge=0 mol_weight_da=95.1 fmax_ev_per_a=1.12 e_homo_ev=-10.4
N 0.842578 -2.251144 -2.127877 -0.2960 0.7865 0.7410 -0.2715
C 0.587796 -1.439964 -1.344291 0.2199 -0.6633 -0.6288 0.2641
C 0.270728 -0.419468 -0.356553 -0.0177 -0.2802 -0.2956 0.1110
C -0.653586 -0.503356 0.875296 -0.1390 -0.1358 0.0849 -0.3811
C 0.162318 0.800975 0.918840 -0.0782 0.3608 0.3539 0.0735
C -0.146918 1.049070 -0.570776 -0.0578 0.1329 -0.1499 -0.3806
O 1.357235 0.036164 0.514308 0.1773 -0.0425 0.0227 -0.4909
H -1.732379 -0.428333 0.718102 0.1756 -0.0261 -0.0411 0.2072
H -0.364137 -1.260311 1.605365 -0.0381 0.1150 -0.0959 0.2260
H 0.273038 1.512817 1.735670 -0.0041 -0.0878 -0.1496 0.2090
H -1.181843 1.253680 -0.856151 0.1496 -0.0907 0.0481 0.2072
H 0.585171 1.649869 -1.111933 -0.0915 -0.0688 0.1104 0.2261

12
Properties=species:S:1:pos:R:3:forces:R:3:nbo_charge:R:1 method="wB97M-V/def2-TZVPD" total_energy_ev=-8802.0371 smiles="N#C[C@@H]1C[C@@H]1C=O" de_lowest_kcal_mol=31.9 total_charge=0 mol_weight_da=95.1 fmax_ev_per_a=1.10 e_homo_ev=-10.3
O 1.738075 -0.175029 -2.024781 -0.0632 0.0840 0.4910 -0.4946
C 1.309467 0.128570 -0.939946 0.0783 -0.1081 -0.2805 0.4321
C 0.354266 -0.738987 -0.182623 0.0858 -0.1214 -0.1317 -0.3108
C -0.039961 -0.415243 1.225403 0.0536 0.0157 0.1829 -0.3770
C -1.013039 -0.135982 0.116264 -0.1576 0.0518 -0.0314 -0.3244
C -1.226188 1.244329 -0.262851 -0.0813 0.9390 -0.2324 0.2687
N -1.333637 2.357203 -0.561594 0.0313 -1.0619 0.2924 -0.3042
H 1.584550 1.089199 -0.456294 -0.0562 -0.0781 -0.0684 0.1226
H 0.353982 -1.777041 -0.500479 -0.0485 0.1618 0.0142 0.2489
H 0.413893 0.449130 1.703700 -0.0293 -0.1397 -0.1337 0.2352
H -0.267588 -1.240656 1.892060 0.0428 0.1287 -0.1390 0.2381
H -1.873820 -0.785493 -0.008858 0.1442 0.1281 0.0364 0.2655

12
Properties=species:S:1:pos:R:3:forces:R:3:nbo_charge:R:1 method="wB97M-V/def2-TZVPD" total_energy_ev=-8798.3980 de_lowest_kcal_mol=115.8 total_charge=0 mol_weight_da=95.1 fmax_ev_per_a=4.61 e_homo_ev="-7.2 / -6.7"
C 0.091820 0.683537 1.556360 -0.2472 0.7937 -1.9331 0.2923
C -0.134739 -0.530304 -0.570886 -0.5575 2.4248 1.1776 -0.1767
C -0.579601 1.959037 -0.268057 0.0613 -1.8881 -4.2092 0.8794
C -0.193582 -1.312408 -1.603871 0.2689 -0.8447 -0.4040 -0.4875
C 0.460397 -0.537587 0.779484 -0.2191 -0.8554 -0.8005 -0.6119
N -0.302974 1.770942 0.914823 0.5504 -0.0655 4.4619 -0.5510
O -0.855195 2.503654 -1.261451 -0.2061 0.1943 0.9878 -0.4321
H 0.198297 0.756709 2.622539 0.0772 0.0417 0.2829 0.2032
H 0.316941 -2.277200 -1.665104 -0.1206 -0.1679 0.0866 0.1699
H -0.758469 -1.037722 -2.481685 0.0221 0.1374 -0.2612 0.2034
H 1.549002 -0.536552 0.629486 0.3000 0.1160 0.5119 0.2611
H 0.208102 -1.442106 1.348363 0.0706 0.1137 0.0993 0.2499

12
Properties=species:S:1:pos:R:3:forces:R:3:nbo_charge:R:1 method="wB97M-V/def2-TZVPD" total_energy_ev=-8799.7605 smiles="C=Cc1ccno1" de_lowest_kcal_mol=84.4 total_charge=0 mol_weight_da=95.1 fmax_ev_per_a=4.82 e_homo_ev=-9.5
C 1.238816 1.616206 -1.402451 -0.3012 1.8020 0.3000 -0.3755
C 1.093880 0.490394 -0.684121 2.9893 -1.5219 3.4600 -0.2460
C -0.106279 -0.264641 -0.034801 0.4072 3.5823 -2.7237 0.3119
C -0.206545 -1.088086 1.015389 -0.2996 -0.0675 -0.9599 -0.3726
C -1.600256 -1.207575 1.228585 -0.0548 -0.9312 -0.4409 -0.0279
H 0.255446 2.137041 -1.587396 1.2594 -0.4406 -0.5720 0.2117
H 2.261364 2.298613 -1.629283 -2.9444 -2.5666 0.8065 0.2397
H 2.093707 0.127217 -0.041350 -2.4587 0.5638 -2.2431 0.2037
H 0.559326 -1.748074 1.293433 0.8359 -0.4066 1.0106 0.2378
H -1.931041 -2.010620 1.925366 -0.6836 1.2665 -0.6187 0.2267
N -2.316547 -0.501007 0.372617 1.1763 -0.2160 0.3823 -0.1072
O -1.341873 0.150532 -0.455988 0.0742 -1.0643 1.5989 -0.3023

12
Properties=species:S:1:pos:R:3:forces:R:3:lowdin_charge:R:1 method="wB97M-V/def2-TZVPD" total_energy_ev=-8798.1766 de_lowest_kcal_mol=120.9 total_charge=0 mol_weight_da=95.1 fmax_ev_per_a=0.83 e_homo_ev="-8.1 / -8.1"
O 1.637976 0.347636 2.202164 -0.3779 -0.1157 -0.2030 0.0878
C 0.616619 0.097792 1.616825 0.2893 0.0825 0.1118 -0.2420
C 0.508945 0.303406 0.128242 0.5047 -0.0658 0.2114 -0.0935
C 0.146300 -0.892408 -0.750155 0.0865 -0.1112 0.0371 -0.1672
C -1.094858 -0.174164 -1.210026 -0.1274 -0.0047 -0.1929 -0.0730
C -1.072477 0.906820 -0.363400 -0.3101 0.6484 0.3269 -0.3694
N -1.089870 1.814055 0.453022 0.0647 -0.6464 -0.5115 0.2381
H -0.267976 -0.346391 2.110641 0.0843 0.0602 -0.0362 0.1421
H 1.244586 0.995625 -0.273118 -0.1499 -0.0911 0.0626 0.1541
H -0.006753 -1.839339 -0.216863 0.0126 0.1662 -0.0640 0.1104
H 0.927582 -1.034462 -1.506059 -0.1047 0.0639 0.1162 0.1211
H -1.550075 -0.178570 -2.191273 0.0280 0.0137 0.1415 0.0914

12
Properties=species:S:1:pos:R:3:forces:R:3:nbo_charge:R:1 method="wB97M-V/def2-TZVPD" total_energy_ev=-8800.9680 smiles=C#C[C@@H](C#N)CO de_lowest_kcal_mol=56.5 total_charge=0 mol_weight_da=95.1 fmax_ev_per_a=1.09 e_homo_ev=-10.8
O -1.952219 0.131522 -0.368687 0.0321 0.2785 0.0735 -0.6985
C -1.021042 -0.717885 0.235331 0.1630 -0.2848 0.1750 -0.0290
C 0.388429 -0.488760 -0.382958 0.0006 0.0518 -0.0259 -0.4238
C 0.682946 0.950036 -0.302608 0.0777 0.7191 0.1253 -0.0051
C 0.806874 2.137292 -0.138665 0.0835 -0.6966 -0.0841 -0.2147
C 1.435048 -1.253148 0.318094 0.6006 -0.5323 0.4333 0.2871
N 2.253968 -1.847191 0.876346 -0.8059 0.5162 -0.5153 -0.2929
H -1.647681 1.035805 -0.191554 -0.2391 -0.1157 -0.1413 0.4785
H -0.956599 -0.561697 1.320780 -0.0035 -0.0260 -0.1364 0.1746
H -1.347291 -1.741915 0.045321 0.1136 0.0686 0.0280 0.1973
H 0.358475 -0.820761 -1.428740 0.0531 0.1457 0.1474 0.2763
H 0.993618 3.176724 0.018057 -0.0758 -0.1247 -0.0795 0.2502

12
Properties=species:S:1:pos:R:3:forces:R:3:nbo_charge:R:1 method="wB97M-V/def2-TZVPD" total_energy_ev=-8798.3797 de_lowest_kcal_mol=116.2 total_charge=0 mol_weight_da=95.1 fmax_ev_per_a=1.28 e_homo_ev="-8.4 / -8.4"
O -1.135931 -1.708105 1.361859 0.5417 1.1304 -0.2505 -0.3391
C -0.702357 -0.681679 1.097950 -0.2897 -0.9620 0.2219 0.8677
C -0.262455 0.525322 0.631241 -0.2153 0.0011 0.1440 -0.4789
C 1.264707 0.796338 0.519339 0.1512 0.0159 0.1223 -0.3272
C 0.579809 0.411748 -0.705900 0.1745 -0.0762 -0.0907 -0.2947
C 0.801869 -0.925656 -1.154091 0.1633 -0.7800 -0.2293 0.1996
N 0.985702 -2.001474 -1.560489 -0.2085 0.9680 0.3429 -0.3603
H -2.273609 -0.042385 -1.228262 -0.1235 0.0083 -0.1299 -0.0364
H -0.981352 1.331761 0.761329 0.0993 -0.1250 -0.0420 0.2961
H 1.947487 0.128775 1.048385 -0.1343 0.0734 -0.0078 0.2165
H 1.435031 1.858287 0.694030 0.0304 -0.2029 -0.0134 0.2308
H -1.658897 0.307070 -1.465394 -0.1891 -0.0509 -0.0673 0.0260